[1]
Molecular formula: F5Li4
Method: DFT, ωB97M-V/def2-TZVPD

The geometry in XYZ format:
```
9
Properties=species:S:1:pos:R:3:forces:R:3
Li 0.4196 1.3833 -1.6736 0.191 -2.020 0.841
Li 0.9677 1.5074 0.9047 -0.941 -2.658 1.842
Li -0.1400 -2.2338 -0.1838 -0.319 1.834 -0.531
Li -1.9022 -0.0144 0.0976 0.992 0.028 -0.038
F 1.0041 0.0573 2.4876 0.142 1.015 -0.652
F 0.2115 -0.2368 -0.2877 -0.710 0.792 -1.035
F 3.0660 -0.3932 -1.1392 -0.432 0.691 -0.411
F -2.2029 -1.7075 -1.1457 0.847 0.384 1.143
F -1.4238 1.6378 0.9401 0.231 -0.067 -1.159
```
Positions in Å, forces in eV/Å.

Summary:
HOMO-LUMO gap = 5.79 eV
calculated total energy = -529.69359 hartree
net charge = -1
spin multiplicity = 1
highest occupied orbital energy = -0.167 Eh
molecular weight = 122.8 g mol⁻¹



[2]
Molecular formula: F5N2
Method: DFT, ωB97M-V/def2-TZVPD

The geometry in XYZ format:
```
7
Properties=species:S:1:pos:R:3:forces:R:3
N -0.5226 -0.8542 0.0637 1.124 -1.682 -0.682
N 0.3289 0.1926 -0.5524 -0.311 2.606 1.992
F 0.0627 -1.1604 1.2132 -0.360 0.622 -0.439
F -1.6999 -0.3960 0.2746 -0.472 0.819 0.319
F -0.0960 0.6684 -1.6838 -0.164 -0.526 0.657
F 0.3813 1.7160 1.3374 -0.123 -1.389 -1.773
F 1.5456 -0.1664 -0.6526 0.305 -0.450 -0.074
```
Positions in Å, forces in eV/Å.

Summary:
HOMO-LUMO gap (spin up / spin down) = 6.22 / 6.21 eV
calculated total energy = -607.95049 hartree
net charge = +1
relative energy (zero: lowest compared OMol25 entry of this formula, charge and spin) = 400.6 kJ/mol
spin multiplicity = 1
highest occupied orbital energy (spin up / spin down) = -0.662 / -0.661 Eh
molecular weight = 123.0 g mol⁻¹